# C29H78ClN7O10Ti2

C29H78ClN7O10Ti2 as an isolated structure at a distorted geometry (ωB97M-V with the def2-TZVPD basis set, the OMol25 dataset).

Positions of all 127 atoms, in Å:
1 Ti -3.13 -3.16 -0.84
2 Ti -0.28 -1.17 -1.94
3 Cl -3.15 -0.75 -2.21
4 O -0.58 -3.37 -3.35
5 C -0.92 -4.02 -2.24
6 O -1.79 -4.81 -2.41
7 O -0.64 -3.51 -1.11
8 H -1.06 -3.92 -3.97
9 C 3.64 -0.77 0.39
10 C 2.78 -1.20 -0.88
11 C 3.10 -2.61 -1.59
12 O 4.33 -2.73 -2.17
13 C 4.65 -1.80 -3.24
14 N 1.48 -1.23 -0.28
15 H 3.06 -0.01 0.92
16 H 4.57 -0.23 0.23
17 H 3.81 -1.57 1.12
18 H 2.95 -0.45 -1.65
19 H 2.40 -2.82 -2.40
20 H 2.99 -3.36 -0.81
21 H 5.37 -2.22 -3.94
22 H 4.93 -0.78 -2.96
23 H 3.72 -1.77 -3.81
24 H 1.63 -0.44 0.32
25 H 1.44 -2.04 0.32
26 C -2.20 2.53 -0.11
27 C -2.40 3.17 1.27
28 C -1.53 4.46 1.31
29 O -0.05 4.28 1.50
30 C 0.71 5.36 1.14
31 N -3.81 3.60 1.32
32 H -1.14 2.62 -0.35
33 H -2.67 3.04 -0.95
34 H -2.54 1.49 -0.05
35 H -2.09 2.56 2.12
36 H -1.86 5.06 2.15
37 H -1.84 5.15 0.53
38 H 0.55 6.17 1.85
39 H 0.30 5.69 0.18
40 H 1.74 5.06 0.97
41 H -4.27 3.76 0.44
42 H -3.91 4.41 1.91
43 C 3.44 2.59 -1.18
44 C 2.99 2.59 -2.71
45 C 2.17 3.81 -3.10
46 O 0.74 3.78 -2.63
47 C 0.04 4.96 -3.03
48 N 4.33 2.67 -3.34
49 H 4.42 3.01 -0.98
50 H 3.37 1.59 -0.74
51 H 2.64 3.03 -0.57
52 H 2.35 1.80 -3.11
53 H 2.15 4.05 -4.17
54 H 2.68 4.70 -2.74
55 H -0.28 4.94 -4.07
56 H 0.58 5.87 -2.77
57 H -0.88 4.98 -2.45
58 H 4.26 3.41 -4.02
59 H 4.46 1.84 -3.90
60 C -4.26 -4.67 1.66
61 C -4.83 -3.27 1.39
62 C -3.89 -2.16 1.74
63 O -2.54 -2.42 1.17
64 C -1.64 -1.28 1.34
65 N -5.34 -3.17 0.02
66 H -3.28 -4.88 1.21
67 H -4.99 -5.36 1.25
68 H -4.25 -4.88 2.73
69 H -5.65 -3.23 2.10
70 H -3.81 -2.02 2.82
71 H -4.23 -1.18 1.41
72 H -2.05 -0.33 1.68
73 H -0.99 -1.24 0.47
74 H -1.04 -1.49 2.23
75 H -5.71 -4.02 -0.38
76 H -6.09 -2.50 0.09
77 C 2.34 -4.69 3.14
78 C 1.06 -4.94 2.29
79 C -0.07 -4.07 2.95
80 O -0.59 -4.65 4.19
81 C -1.68 -3.96 4.81
82 N 1.32 -4.21 1.04
83 H 2.71 -3.67 3.18
84 H 3.15 -5.35 2.82
85 H 2.13 -4.93 4.18
86 H 0.83 -6.00 2.19
87 H -0.90 -4.01 2.25
88 H 0.20 -3.03 3.13
89 H -2.11 -4.67 5.51
90 H -2.32 -3.56 4.02
91 H -1.31 -3.02 5.24
92 H 0.43 -3.97 0.64
93 H 1.69 -4.87 0.37
94 C 1.67 -0.39 3.59
95 C 0.86 0.88 3.71
96 C 1.29 1.95 4.79
97 O 0.86 1.65 6.13
98 C 1.49 0.52 6.68
99 N 1.04 1.53 2.42
100 H 1.50 -1.19 4.31
101 H 2.64 0.06 3.78
102 H 1.67 -0.85 2.60
103 H -0.18 0.58 3.83
104 H 0.69 2.83 4.58
105 H 2.34 2.18 4.96
106 H 2.58 0.49 6.66
107 H 1.10 -0.37 6.18
108 H 1.17 0.41 7.72
109 H 0.56 2.40 2.24
110 H 2.00 1.72 2.15
111 C -0.36 -0.05 -5.05
112 C -0.43 1.28 -4.34
113 C -1.78 2.17 -4.68
114 O -1.85 2.56 -6.09
115 C -2.91 3.46 -6.39
116 N -0.31 1.14 -2.82
117 H -1.20 -0.73 -4.86
118 H 0.49 -0.65 -4.73
119 H -0.23 0.03 -6.13
120 H 0.40 1.89 -4.68
121 H -1.81 3.05 -4.03
122 H -2.66 1.62 -4.34
123 H -2.79 4.41 -5.88
124 H -3.83 3.05 -5.96
125 H -2.98 3.68 -7.45
126 H 0.19 1.96 -2.53
127 H -1.26 1.17 -2.47

Calculated values
Net charge: 0
Orbital gap (alpha / beta) (eV): 4.20 / 9.31
Expectation value of S²: 12.0037
Multiplicity: 7
Maximum force (eV Å⁻¹): 5.146
LUMO (alpha / beta) (eV): 0.402 / 0.292

Mulliken atomic charge list, values in e, 99 entries:
1 Ti -0.0019
2 Ti 0.0712
3 Cl -0.5872
4 O -0.3033
5 C 0.3547
6 O -0.7801
7 O -0.0521
8 H 0.2758
9 C -1.3795
10 C 1.2076
11 C -0.6000
12 O -0.5103
13 C -0.5617
14 N 1.5547
15 H 0.3922
16 H 0.4058
17 H 0.2358
18 H -0.6501
19 H 0.4942
20 H -0.0164
21 H 0.3417
22 H 0.1851
23 H 0.1950
24 H -0.3966
25 H -0.6531
26 C -1.0426
27 C 1.2965
28 C -1.4850
29 O -0.3081
30 C -0.8167
31 N -0.7049
32 H -0.0082
33 H 0.4324
34 H 0.0953
35 H -0.0036
36 H 0.4893
37 H 0.4913
38 H 0.3011
39 H 0.2506
40 H 0.2707
41 H 0.2537
42 H 0.2485
43 C -0.4841
44 C 1.1853
45 C -1.7265
46 O 0.1121
47 C -1.1100
48 N -0.7210
49 H 0.4197
50 H -0.1836
51 H -0.1351
52 H -0.0593
53 H 0.6207
54 H 0.5553
55 H 0.3411
56 H 0.3342
57 H 0.2284
58 H 0.2979
59 H 0.2705
60 C -1.2271
61 C -0.2761
62 C -0.5969
63 O 0.8666
64 C -0.3484
65 N -0.4137
66 H 0.1665
67 H 0.4543
68 H 0.3715
69 H 0.4577
70 H 0.5062
71 H 0.3582
72 H 0.2144
73 H -0.3500
74 H -0.0131
75 H 0.2269
76 H 0.2530
77 C -1.3834
78 C 0.2847
79 C 1.1900
80 O -0.4809
81 C -0.3027
82 N -0.0230
83 H 0.1693
84 H 0.3771
85 H 0.4148
86 H 0.4009
87 H -0.4509
88 H -0.6291
89 H 0.2631
90 H -0.0856
91 H 0.2149
92 H -0.5919
93 H 0.3282
94 C -1.0278
95 C 0.8644
96 C -0.7885
97 O -0.4418
98 C -0.4654
99 N 0.0735

=====

# C21H35N2O4

A 2-piece molecular cluster, C21H35N2O4 overall at a distorted geometry (ωB97M-V with the def2-TZVPD basis set, the OMol25 dataset).

Positions of all 62 atoms, in Å:
1 C -8.17 0.61 -0.65
2 C -6.72 0.35 -0.82
3 O -6.14 0.45 -1.85
4 O -6.03 -0.02 0.31
5 C -5.29 -1.21 0.13
6 N -3.90 -0.82 -0.22
7 C -3.26 0.00 0.86
8 C -1.84 0.41 0.43
9 C -1.12 1.12 1.56
10 C 0.32 1.46 1.19
11 C 1.34 1.27 2.11
12 C 2.66 1.56 1.79
13 C 2.98 2.04 0.53
14 C 1.96 2.26 -0.40
15 C 0.63 1.98 -0.07
16 O -1.06 -0.70 0.01
17 C -1.72 -1.39 -1.01
18 C -2.99 -2.01 -0.43
19 N -3.63 -2.93 -1.32
20 C -3.31 -4.16 -1.24
21 C -4.11 -5.14 -2.06
22 C -2.19 -4.74 -0.43
23 H -8.48 0.35 0.36
24 H -8.74 0.03 -1.37
25 H -8.39 1.66 -0.78
26 H -5.72 -1.76 -0.70
27 H -5.32 -1.76 1.06
28 H -3.95 -0.29 -1.09
29 H -3.82 0.92 0.99
30 H -3.20 -0.57 1.78
31 H -1.98 1.06 -0.44
32 H -1.67 1.99 1.89
33 H -1.07 0.40 2.37
34 H 1.11 0.89 3.10
35 H 3.45 1.42 2.52
36 H 3.99 2.27 0.22
37 H 2.19 2.66 -1.38
38 H -0.12 2.15 -0.83
39 H -1.09 -2.12 -1.50
40 H -2.02 -0.65 -1.77
41 H -2.80 -2.40 0.57
42 H -3.67 -5.14 -3.06
43 H -5.14 -4.83 -2.13
44 H -4.00 -6.13 -1.63
45 H -1.93 -5.71 -0.84
46 H -1.29 -4.13 -0.45
47 H -2.47 -4.86 0.61
48 C 8.02 3.01 -1.44
49 C 7.29 3.38 -0.16
50 O 6.61 2.29 0.45
51 C 7.41 1.19 0.85
52 C 8.48 1.55 1.86
53 H 7.33 2.58 -2.17
54 H 8.48 3.89 -1.87
55 H 8.81 2.28 -1.26
56 H 6.51 4.11 -0.39
57 H 7.97 3.85 0.55
58 H 7.85 0.70 -0.03
59 H 6.72 0.47 1.29
60 H 9.21 2.26 1.46
61 H 9.03 0.65 2.15
62 H 8.04 1.99 2.75

Calculated values
Net charge: +1
Orbital gap (eV): 8.91
ΔE to the lowest compared entry with this formula, charge and spin (kcal/mol): 0.2
Maximum force (eV Å⁻¹): 1.211
LUMO (eV): -2.195

Mulliken charges in e:
1 C -1.1216
2 C 0.8535
3 O -0.4895
4 O -0.4424
5 C -0.8145
6 N 0.1961
7 C -1.1866
8 C 0.5379
9 C -1.0911
10 C 0.6904
11 C -0.5891
12 C -0.7705
13 C -0.3262
14 C -0.7514
15 C -0.2234
16 O -0.3892
17 C -0.8547
18 C -0.0535
19 N -0.6876
20 C 0.9630
21 C -1.2687
22 C -1.4480
23 H 0.3099
24 H 0.3305
25 H 0.3298
26 H 0.5368
27 H 0.4276
28 H 0.5432
29 H 0.4606
30 H 0.3765
31 H 0.4017
32 H 0.3804
33 H 0.4366
34 H 0.3501
35 H 0.4281
36 H 0.5440
37 H 0.4034
38 H 0.2741
39 H 0.5419
40 H 0.3567
41 H 0.6059
42 H 0.2983
43 H 0.3533
44 H 0.4397
45 H 0.4404
46 H 0.3557
47 H 0.3194
48 C -1.0957
49 C -0.3363
50 O -0.3239
51 C -0.3353
52 C -1.1088
53 H 0.2976
54 H 0.3909
55 H 0.2693
56 H 0.3361
57 H 0.3151
58 H 0.3182
59 H 0.3269
60 H 0.2692
61 H 0.3934
62 H 0.3054

=====

# C10H20P

An isolated ion of composition C10H20P and charge +1 at a distorted geometry (ωB97M-V with the def2-TZVPD basis set, the OMol25 dataset).

Positions of all 31 atoms, in Å:
1 C -2.81 1.16 -0.02
2 C -1.55 1.11 -0.50
3 C 3.14 0.05 0.43
4 C 2.00 -0.61 -0.59
5 C 3.19 1.48 0.43
6 C 0.65 -0.89 0.12
7 C -1.21 1.83 -1.80
8 C -1.62 -2.06 -0.06
9 C -0.85 0.35 2.26
10 C -0.29 -1.63 -0.82
11 P -0.10 0.81 0.67
12 H -3.20 0.70 0.83
13 H -3.68 1.33 -0.68
14 H 3.04 -0.41 1.47
15 H 3.92 -0.50 -0.06
16 H 1.72 -0.14 -1.56
17 H 2.50 -1.50 -0.77
18 H 3.21 1.93 1.40
19 H 3.49 2.12 -0.40
20 H 0.87 -1.49 1.00
21 H -0.61 2.72 -1.61
22 H -2.12 2.06 -2.32
23 H -0.52 1.16 -2.56
24 H -1.36 -2.63 0.87
25 H -2.13 -2.69 -0.71
26 H -2.29 -1.26 0.22
27 H -1.75 0.95 2.57
28 H -0.05 0.37 3.09
29 H -1.06 -0.74 1.92
30 H -0.74 -0.98 -1.61
31 H 0.22 -2.60 -1.20

Calculated values
Net charge: +1
Orbital gap (alpha / beta) (eV): 5.51 / 6.82
ΔE to the lowest compared entry with this formula, charge and spin (kcal/mol): 105.6
Maximum force (eV Å⁻¹): 3.309
LUMO (alpha / beta) (eV): -6.499 / -5.582

Mulliken charges in e:
1 C -1.1333
2 C 0.7237
3 C -0.2969
4 C -1.0361
5 C -0.4573
6 C -0.3322
7 C -1.1674
8 C -1.4750
9 C -0.9013
10 C -0.2015
11 P 0.3304
12 H 0.3723
13 H 0.2426
14 H 0.2589
15 H 0.3810
16 H 0.3795
17 H 0.5139
18 H 0.2830
19 H 0.3072
20 H 0.6781
21 H 0.2966
22 H 0.4174
23 H 0.2099
24 H 0.3782
25 H 0.4531
26 H 0.2989
27 H 0.3590
28 H 0.3297
29 H 0.2122
30 H 0.1156
31 H 0.4598